(1)
C4H8NO3 | ωB97M-V/def2-TZVPD

XYZ file:
```
16
Properties=species:S:1:pos:R:3:nbo_charge:R:1
O 1.280 0.228 -0.786 -0.770
O 1.686 -1.958 0.241 -0.583
O 1.133 -2.837 2.129 -0.601
N 0.844 -2.047 1.183 0.348
C -0.227 1.948 -1.174 -0.603
C -0.389 -1.592 1.166 -0.202
C 0.191 0.837 -0.247 0.040
C -0.998 -0.067 -0.048 -0.369
H 0.458 1.175 0.674 0.143
H -1.791 0.318 0.438 0.172
H -1.328 -0.477 -0.998 0.183
H -1.075 2.558 -0.731 0.181
H 0.590 2.737 -1.454 0.204
H -0.682 1.509 -2.158 0.195
H 1.345 -0.678 -0.366 0.480
H -1.036 -1.655 2.130 0.181
```

molar mass = 118.11 Da
HOMO = -0.131 Ha
total charge = -1
maximum force = 6.271 eV/Å
HOMO-LUMO gap = 7.453 eV
electronic energy = -11905.8325 eV
relative energy (zero: lowest compared OMol25 entry of this formula, charge and spin) = 7.462 eV

***

(2)
C35H57N5O4 | ωB97M-V/def2-TZVPD

XYZ file:
```
101
Properties=species:S:1:pos:R:3:lowdin_charge:R:1
O -3.651 3.866 6.652 -0.250
O -0.239 0.346 -1.302 -0.067
O 0.602 -0.315 0.709 -0.163
O 5.391 -2.472 -0.520 0.027
N -7.273 1.012 -3.297 0.141
N 0.457 -2.044 -2.788 -0.006
N 9.942 2.622 0.948 0.131
N -6.389 0.569 0.226 0.148
N 2.753 -3.409 -1.969 0.069
C 10.869 -0.559 -0.251 -0.271
C -3.474 -0.013 3.838 -0.223
C 5.634 -0.252 -1.580 -0.095
C 6.088 1.131 -3.882 -0.065
C 3.213 -1.156 -0.720 -0.038
C -6.195 3.034 -0.814 -0.189
C -8.596 -0.985 -2.072 -0.189
C -3.815 -0.510 2.353 -0.209
C 2.267 -2.426 -0.950 -0.167
C 6.642 0.635 -0.784 0.003
C -6.305 1.654 -0.233 -0.197
C -3.886 3.359 0.210 -0.107
C 10.350 -1.115 1.071 -0.112
C -0.280 -3.087 -0.648 -0.140
C -8.872 -2.111 -3.073 -0.273
C -7.856 0.131 -2.750 -0.203
C -9.727 -1.660 -4.252 -0.117
C -2.990 3.628 7.930 -0.131
C 0.737 -2.007 -1.318 -0.301
C 5.372 -0.003 -3.100 -0.031
C 11.605 0.773 -0.089 -0.185
C 0.354 -0.586 -0.637 -0.512
C -1.756 -2.510 -0.386 -0.181
C -4.724 3.376 -1.064 -0.262
C 2.725 -2.913 -3.391 -0.102
C 10.676 1.803 0.486 -0.201
C 7.355 1.772 -1.591 -0.051
C -1.992 -2.097 1.178 -0.187
C 4.772 -1.441 -0.895 -0.292
C -2.677 1.916 5.480 -0.172
C 1.653 -1.734 -3.613 -0.172
C -2.532 -0.598 1.366 -0.191
C -2.791 1.434 3.929 -0.210
C 7.073 2.039 -3.113 -0.062
C -2.744 3.526 5.553 -0.212
H -3.159 3.902 4.559 0.115
H -10.690 -1.268 -3.911 0.076
H -1.717 3.989 5.743 0.122
H -7.992 -1.359 -1.242 0.103
H 9.858 -2.078 0.911 0.074
H 12.467 0.658 0.574 0.117
H -1.938 3.175 7.811 0.091
H 2.089 -4.215 -1.935 0.185
H -6.755 3.071 -1.752 0.088
H -9.228 -0.886 -4.840 0.069
H -4.278 4.067 0.947 0.076
H 3.689 -3.809 -1.787 0.169
H 8.092 2.494 -1.096 0.069
H 7.577 2.887 -3.677 0.087
H -2.482 -3.397 -0.560 0.106
H -2.852 3.636 -0.011 0.080
H 4.620 -0.666 -3.657 0.069
H -0.947 -2.147 1.662 0.095
H 5.812 1.255 -4.984 0.091
H 10.026 -0.436 -0.939 0.104
H -2.620 -2.895 1.713 0.102
H 1.369 -1.712 -4.722 0.136
H -6.644 3.751 -0.121 0.116
H -4.296 2.667 -1.779 0.115
H -4.662 4.369 -1.518 0.108
H 11.968 1.122 -1.059 0.114
H -4.206 -1.593 2.454 0.100
H 0.116 -3.477 0.350 0.110
H 11.168 -1.265 1.781 0.077
H -9.922 -2.501 -4.923 0.071
H 2.130 -0.713 -3.381 0.115
H -1.698 1.334 3.563 0.113
H -4.605 0.157 1.857 0.063
H 11.547 -1.289 -0.702 0.109
H -2.091 -1.694 -1.113 0.109
H -2.862 4.620 8.510 0.095
H 2.199 -2.990 0.049 0.170
H -3.864 2.365 0.666 0.050
H -0.412 -4.009 -1.340 0.111
H -0.362 -1.474 -3.042 0.126
H -3.642 2.893 8.524 0.096
H -1.647 1.592 5.886 0.112
H -7.925 -2.508 -3.453 0.112
H -2.860 -0.762 4.458 0.118
H 3.063 -0.828 0.381 0.157
H -9.380 -2.930 -2.556 0.108
H -4.490 0.074 4.392 0.110
H -9.533 -0.597 -1.663 0.118
H 9.615 -0.447 1.528 0.066
H -1.706 0.027 1.849 0.087
H 2.350 -3.805 -4.027 0.143
H -2.776 -0.077 0.366 0.109
H 3.772 -2.676 -3.804 0.128
H -3.529 1.396 6.060 0.119
H 2.943 -0.289 -1.430 0.134
H -3.296 2.201 3.251 0.100
H 6.829 0.464 0.332 0.105
```

molar mass = 611.87 Da
HOMO = -0.275 Ha
total charge = 0
maximum force = 6.378 eV/Å
HOMO-LUMO gap = 7.113 eV
electronic energy = -52849.3991 eV

***

(3)
C22H28N2O3 | ωB97M-V/def2-TZVPD

XYZ file:
```
55
Properties=species:S:1:pos:R:3:nbo_charge:R:1
O -7.688 -0.903 -1.384 -0.549
O -2.265 1.781 0.458 -0.532
O 0.193 3.293 0.812 -0.715
N 1.698 0.853 -0.577 -0.440
N 4.359 -0.104 -0.321 -0.464
C 8.203 -1.622 0.390 -0.257
C 4.053 1.304 -0.203 -0.215
C -7.883 -2.210 1.569 -0.597
C 6.201 -1.575 -0.942 -0.305
C 2.014 -0.559 -0.700 -0.220
C -3.415 1.114 0.192 0.411
C -4.280 1.401 -0.860 -0.334
C 2.638 1.476 0.340 -0.237
C -4.846 -0.707 0.865 -0.162
C 0.320 1.048 -0.178 -0.239
C -5.409 0.629 -1.043 -0.116
C 7.456 -2.089 -0.678 -0.184
C -3.727 0.066 1.065 -0.281
C -7.140 -2.525 0.267 -0.498
C -6.909 -1.250 -0.522 0.582
C 6.411 -0.119 0.946 -0.283
C 7.669 -0.629 1.196 -0.187
C 5.645 -0.580 -0.131 0.274
C -0.136 2.511 -0.309 0.078
C 3.438 -0.752 -1.220 -0.219
C -1.654 2.550 -0.561 -0.093
C -5.705 -0.447 -0.205 -0.207
H 0.141 0.714 0.861 0.172
H 7.857 -2.857 -1.324 0.210
H 2.400 2.536 0.424 0.225
H -1.872 2.134 -1.551 0.185
H 1.919 -1.075 0.273 0.167
H -2.008 3.588 -0.517 0.193
H 0.380 2.974 -1.155 0.196
H -0.311 2.957 1.564 0.471
H 9.184 -2.023 0.593 0.211
H 2.574 1.018 1.343 0.166
H -5.043 -1.518 1.548 0.216
H -0.302 0.434 -0.835 0.202
H 5.663 -1.946 -1.799 0.210
H 3.645 -1.822 -1.255 0.214
H 4.767 1.798 0.452 0.213
H 1.311 -1.016 -1.402 0.201
H 6.011 0.632 1.610 0.208
H 3.507 -0.336 -2.239 0.179
H -8.840 -1.744 1.346 0.218
H -7.310 -1.531 2.195 0.204
H -8.065 -3.127 2.123 0.214
H -6.196 -3.025 0.475 0.209
H -3.059 -0.128 1.889 0.221
H 8.235 -0.256 2.036 0.210
H 4.104 1.781 -1.195 0.180
H -6.088 0.843 -1.854 0.239
H -4.082 2.226 -1.528 0.223
H -7.760 -3.184 -0.343 0.231
```

molar mass = 368.48 Da
HOMO = -0.282 Ha
total charge = 0
maximum force = 0.810 eV/Å
HOMO-LUMO gap = 8.091 eV
electronic energy = -32390.6400 eV
relative energy (zero: lowest compared OMol25 entry of this formula, charge and spin) = 3.010 eV

***

(4)
C4H6Se | ωB97M-V/def2-TZVPD

XYZ file:
```
11
Properties=species:S:1:pos:R:3:nbo_charge:R:1
Se -0.149 1.784 0.668 0.196
C -0.965 0.070 1.041 -0.620
C 0.943 0.805 -0.822 -0.490
C -0.430 -0.989 0.038 -0.169
C 0.644 -0.602 -0.654 -0.226
H 1.919 1.196 -0.633 0.224
H -0.764 -0.199 2.206 0.223
H -0.738 -2.036 -0.024 0.218
H 0.485 1.253 -1.614 0.219
H -2.023 0.019 1.033 0.217
H 1.077 -1.302 -1.239 0.207
```

molar mass = 133.05 Da
HOMO = -0.300 Ha
total charge = 0
maximum force = 3.859 eV/Å
HOMO-LUMO gap = 8.961 eV
electronic energy = -69589.7380 eV
relative energy (zero: lowest compared OMol25 entry of this formula, charge and spin) = 0.363 eV

***

(5)
C17H37N2OPRbS4Sb3 | ωB97M-V/def2-TZVPD

XYZ file:
```
66
Properties=species:S:1:pos:R:3:nbo_charge:R:1
Sb 0.971 2.097 2.975 1.416
Sb 0.008 -0.403 -2.001 1.095
Sb -2.203 1.790 0.054 1.120
Rb 2.714 0.285 0.604 0.892
S 0.247 -0.146 2.836 -1.103
S -0.168 3.347 4.517 -0.923
S 3.295 2.004 3.348 -1.074
S 0.737 2.852 0.734 -1.061
P 4.756 -1.835 3.108 1.955
O 4.620 -1.722 1.621 -1.149
N 0.885 -3.221 0.818 -0.854
N -1.676 -2.012 0.645 -0.887
C -2.481 2.058 -5.546 -0.247
C 5.502 -3.426 3.569 -1.006
C 5.820 -0.578 3.829 -1.034
C -1.332 1.727 -4.842 -0.220
C -2.777 3.096 1.644 -1.001
C 0.071 1.647 -2.787 -0.784
C -3.290 3.186 -3.595 -0.235
C -1.988 -0.946 -2.556 -1.003
C -1.984 3.349 -1.467 -0.814
C -1.145 2.099 -3.511 -0.067
C -2.137 2.872 -2.873 0.083
C 3.220 -1.753 4.022 -1.051
C 0.771 -1.268 -3.856 -1.038
C -3.475 2.786 -4.910 -0.244
C -1.538 -3.355 1.194 -0.211
C -0.157 -3.538 1.800 -0.230
C -4.325 1.564 -0.560 -1.075
H -4.059 3.768 -3.099 0.199
H -1.672 -4.078 0.380 0.165
H -2.598 1.746 -6.577 0.193
H 2.521 -2.508 3.660 0.244
H -2.238 -0.522 -3.529 0.219
H -2.014 -2.036 -2.602 0.219
H -2.698 -0.606 -1.807 0.232
H -0.554 1.149 -5.331 0.197
H 6.782 -0.575 3.314 0.227
H -2.279 -3.592 1.973 0.152
H 6.481 -3.529 3.102 0.230
H -4.850 2.523 -0.510 0.197
H 0.725 -2.250 0.556 0.377
H 0.782 -2.355 -3.755 0.214
H -4.385 3.050 -5.436 0.193
H -4.823 0.857 0.109 0.202
H -3.036 4.069 1.224 0.202
H -1.335 -1.299 1.297 0.415
H -2.640 -1.792 0.430 0.354
H 5.312 0.382 3.694 0.308
H 3.405 -1.902 5.089 0.228
H -1.972 3.210 2.366 0.276
H -0.045 -4.580 2.119 0.164
H -3.653 2.665 2.131 0.206
H -1.004 3.787 -1.280 0.253
H 0.135 -0.998 -4.702 0.205
H 2.761 -0.769 3.879 0.334
H -2.754 4.085 -1.234 0.209
H 1.787 -3.221 1.286 0.351
H 0.938 1.636 -3.453 0.217
H -4.394 1.182 -1.582 0.207
H 4.856 -4.227 3.206 0.238
H 5.966 -0.753 4.896 0.226
H 1.791 -0.934 -4.051 0.207
H 5.598 -3.506 4.653 0.224
H -0.088 -2.902 2.693 0.198
H 0.311 2.268 -1.924 0.268
```

molar mass = 895.49 Da
HOMO = -0.052 Ha
total charge = -2
maximum force = 0.221 eV/Å
HOMO-LUMO gap = 5.069 eV
electronic energy = -96160.0559 eV
relative energy (zero: lowest compared OMol25 entry of this formula, charge and spin) = 0.262 eV